Density functional theory data (ωB97M-V/def2-TZVPD) for one molecule with the formula C3H7NO2.

Properties
Kohn-Sham gap, Ha: 0.3812
SMILES string: NC(=O)CCO
Energy relative to the best compared isomer or geometry (same formula, charge and spin), eV: 1.029

```
! RIJCOSX wB97M-V def2-TZVPD def2/J DEFGRID3
* xyz 0 1
N 0.85 -1.05 -1.35
C -0.06 -1.45 -0.36
O -0.63 -2.51 -0.40
C -0.23 -0.48 0.80
C -0.74 0.90 0.41
O 0.25 1.54 -0.39
H 1.00 -0.05 -1.36
H 1.73 -1.53 -1.28
H 0.75 -0.37 1.28
H -0.91 -0.94 1.52
H -1.69 0.80 -0.13
H -0.92 1.48 1.32
H -0.14 2.33 -0.78
*
```



Density functional theory data (ωB97M-V/def2-TZVPD) for C3H7NO2 as an isolated structure at a distorted geometry.

Properties
Kohn-Sham gap, Ha: 0.3237
Energy relative to the best compared isomer or geometry (same formula, charge and spin), eV: 5.552

```
! RIJCOSX wB97M-V def2-TZVPD def2/J DEFGRID3
* xyz 0 1
C -0.62 0.66 -0.88
C 0.89 0.11 1.48
C 1.14 -1.15 1.29
O 0.28 0.47 -1.78
O -0.90 1.88 -0.57
N 1.36 -2.29 0.95
H 0.71 1.28 -2.15
H -0.39 2.58 -1.04
H -2.47 -0.69 -0.96
H 1.57 -3.03 1.60
H 1.68 0.84 1.47
H -0.11 0.44 1.66
H -3.15 -1.10 -1.07
*
```



Density functional theory data (ωB97M-V/def2-TZVPD) for C3H7NO2 as an isolated structure.

Properties
Kohn-Sham gap, Ha: 0.3474
Energy relative to the best compared isomer or geometry (same formula, charge and spin), eV: 5.485

```
! RIJCOSX wB97M-V def2-TZVPD def2/J DEFGRID3
* xyz 0 1
O 1.47 -0.67 0.95
C 0.25 -0.45 1.18
C -0.28 0.94 0.76
O -0.60 1.14 -0.66
C -0.20 0.33 -1.61
N 0.52 -0.74 -1.51
H 1.22 -0.68 -0.71
H -0.56 -1.27 0.38
H -0.22 -0.80 2.12
H -1.21 1.20 1.27
H 0.50 1.67 1.00
H -0.67 0.61 -2.56
H -0.23 -1.28 -0.59
*
```



Density functional theory data (ωB97M-V/def2-TZVPD) for a 2-piece molecular cluster, C3H7NO2 overall.

Properties
Kohn-Sham gap, Ha: 0.3904
SMILES string: C=CC(N)=O.O
Energy relative to the best compared isomer or geometry (same formula, charge and spin), eV: 1.368

```
! RIJCOSX wB97M-V def2-TZVPD def2/J DEFGRID3
* xyz 0 1
N -0.87 -1.03 -1.22
C -0.95 0.34 -1.13
O -1.78 0.99 -1.75
C 0.08 1.01 -0.28
C 1.26 0.46 0.01
O 0.31 -0.79 2.05
H -0.52 -1.57 -0.44
H -1.62 -1.47 -1.74
H -0.17 -0.09 1.58
H -0.18 2.01 0.04
H 1.52 -0.54 -0.33
H 2.00 0.98 0.60
H 0.93 -0.30 2.61
*
```



Density functional theory data (ωB97M-V/def2-TZVPD) for one molecule with the formula C3H7NO2 at a distorted geometry.

Properties
Kohn-Sham gap, Ha: 0.3753
SMILES string: [H]/N=C/OCCO
Energy relative to the best compared isomer or geometry (same formula, charge and spin), eV: 2.303

```
! RIJCOSX wB97M-V def2-TZVPD def2/J DEFGRID3
* xyz 0 1
O 0.81 1.55 -0.43
C 0.64 1.09 0.85
C -0.49 0.11 1.05
O -0.44 -1.36 0.43
C -0.30 -1.47 -0.88
N -0.02 -0.50 -1.65
H 0.45 0.76 -1.09
H 1.58 0.79 1.35
H 0.16 1.81 1.56
H -0.61 -0.09 2.13
H -1.39 0.53 0.60
H -0.45 -2.48 -1.29
H 0.07 -0.74 -2.63
*
```



Density functional theory data (ωB97M-V/def2-TZVPD) for one molecule with the formula C3H7NO2 at a distorted geometry.

Properties
Kohn-Sham gap, Ha: 0.3901
SMILES string: C=NOCOC
Energy relative to the best compared isomer or geometry (same formula, charge and spin), eV: 5.951

```
! RIJCOSX wB97M-V def2-TZVPD def2/J DEFGRID3
* xyz 0 1
C -2.58 -0.16 0.17
C -0.31 0.43 -0.10
C 3.26 -0.39 0.10
H -2.38 0.43 1.16
H -2.97 0.77 -0.55
H -3.26 -1.07 0.09
H -0.25 1.08 -0.98
H -0.59 0.95 0.84
H 2.89 -1.49 0.31
H 4.25 -0.01 -0.40
N 2.18 0.40 -0.19
O -1.20 -0.62 -0.47
O 0.95 -0.33 0.03
*
```



> What is the formula in the third record?

C3H7NO2